This record from OMol25 describes 5 unconnected molecules or ions with the total composition C11H32O5. The level of theory is ωB97M-V/def2-TZVPD.

Properties
total charge = 0
SMILES string = CC(C)O.CC(C)O.CC(C)O.CO.CO
HOMO-LUMO gap = 9.914 eV
total energy = -22156.60261 eV
highest occupied orbital energy = -9.3 eV
energy above the lowest of the compared OMol25 structures with the same formula, charge and spin = 133.4 kcal per mole

The geometry in XYZ format:
```
48
Properties=species:S:1:pos:R:3:nbo_charge:R:1
C -2.88159 -3.16740 2.70021 -0.62
C -1.51240 -2.56798 2.64336 0.08
C -0.57720 -3.32003 1.72206 -0.64
O -1.73143 -1.23655 2.20575 -0.77
H -2.83434 -4.10187 3.08552 0.20
H -3.44090 -2.95729 1.70751 0.22
H -3.36322 -2.54585 3.40783 0.22
H -1.05656 -2.28365 3.59052 0.17
H 0.36152 -2.58099 1.38423 0.20
H -0.92292 -3.71142 0.74988 0.21
H -0.16220 -4.22750 2.02480 0.21
H -1.00521 -0.67492 2.16808 0.49
C -0.75821 0.80880 -2.54324 -0.65
C -1.41730 1.97167 -3.20930 0.07
C -2.90862 1.72994 -3.42224 -0.64
O -1.28400 3.19658 -2.49433 -0.72
H 0.23559 0.80814 -2.31030 0.22
H -0.80816 -0.02091 -3.16010 0.22
H -1.06406 0.34963 -1.64026 0.23
H -1.00187 2.07672 -4.10906 0.17
H -3.18376 0.99401 -4.12295 0.21
H -3.66737 2.64976 -3.75715 0.21
H -3.57673 1.19971 -2.51619 0.21
H -1.47518 3.82447 -3.16795 0.47
C 2.19241 -0.08246 2.74957 -0.64
C 1.68246 0.53947 1.49868 0.08
C 2.04903 -0.23836 0.14532 -0.63
O 0.27463 0.40722 1.58918 -0.74
H 3.20828 -0.38935 2.90908 0.22
H 1.63916 -1.14437 2.98681 0.21
H 1.88810 0.52936 3.62483 0.22
H 1.76163 1.65747 1.45633 0.19
H 1.98271 -1.34955 0.20663 0.21
H 3.02623 -0.24063 -0.16358 0.20
H 1.44656 0.08999 -0.67057 0.20
H -0.07311 0.87784 0.93275 0.49
C 5.29081 -1.13731 -1.94091 -0.25
O 4.25661 -0.81543 -2.86901 -0.73
H 4.90142 -0.64165 -0.92967 0.13
H 6.12535 -0.60054 -2.30427 0.21
H 5.20972 -2.06525 -1.51575 0.19
H 3.49839 -1.29145 -2.80625 0.46
C -1.79245 3.38105 0.98764 -0.28
O -1.09655 2.47027 0.07020 -0.73
H -0.95965 3.78661 1.59879 0.18
H -2.71512 3.21509 1.56213 0.18
H -2.15422 4.22723 0.59948 0.17
H -1.60626 2.60168 -0.65407 0.48
```